Entry 1:
{"formula": "C15H21ClN2O4S", "method": "wB97M-V/def2-TZVPD", "species": ["C", "O", "C", "C", "C", "C", "S", "O", "O", "N", "C", "C", "N", "O", "C", "C", "C", "C", "C", "C", "C", "C", "Cl", "H", "H", "H", "H", "H", "H", "H", "H", "H", "H", "H", "H", "H", "H", "H", "H", "H", "H", "H", "H", "H"], "xyz": [[-1.030788, 2.153676, 5.363979], [-0.032999, 1.408964, 4.702240], [-0.326141, 0.825525, 3.523455], [-1.553835, 0.904057, 2.869857], [-1.745095, 0.262197, 1.656725], [-0.716554, -0.460444, 1.090567], [-0.943348, -1.298277, -0.474353], [-0.699575, -2.706433, -0.301874], [-2.221916, -0.918734, -1.007453], [0.318435, -0.673034, -1.345767], [1.141658, -1.573098, -2.123366], [0.481102, -2.074906, -3.416170], [-0.580423, -2.867332, -3.199713], [0.897498, -1.787890, -4.518179], [0.118885, 0.710125, -1.744424], [1.421639, 1.507849, -1.680139], [1.130867, 2.984344, -1.935135], [0.463097, 3.165938, -3.295248], [-0.825083, 2.351832, -3.372763], [-0.542411, 0.874415, -3.112961], [0.514195, -0.558001, 1.715510], [0.707702, 0.082803, 2.922001], [2.226562, -0.010630, 3.722001], [-1.895361, 1.531392, 5.612196], [-0.566112, 2.509111, 6.281863], [-1.353464, 3.010523, 4.765423], [-2.366503, 1.464333, 3.302638], [-2.689459, 0.315668, 1.139034], [2.077487, -1.072243, -2.376425], [1.350003, -2.434763, -1.484821], [-0.891245, -3.078432, -2.263359], [-1.109997, -3.205012, -3.986623], [-0.565622, 1.104629, -0.982351], [1.886784, 1.370781, -0.701717], [2.109964, 1.144942, -2.444599], [2.061596, 3.553791, -1.897111], [0.471873, 3.365176, -1.151191], [0.246529, 4.222722, -3.463648], [1.146177, 2.833945, -4.079569], [-1.535164, 2.720655, -2.628760], [-1.279731, 2.469083, -4.357730], [-1.471654, 0.302111, -3.125402], [0.116171, 0.485836, -3.890407], [1.304244, -1.130835, 1.259358]], "atomic_forces_ev_per_a": [[-0.21, 0.16, 0.13], [0.17, -0.23, -0.30], [0.02, -0.07, -0.11], [0.09, 0.07, 0.22], [-0.03, -0.10, -0.16], [-0.23, -0.21, -0.52], [0.16, 0.49, 0.41], [0.35, -0.10, 0.08], [0.11, 0.26, 0.13], [-0.72, -0.58, 0.62], [0.10, -0.35, -0.14], [0.28, 0.01, 0.21], [-0.43, -0.31, -0.07], [0.22, 0.11, -0.29], [0.04, 0.49, -0.24], [-0.27, 0.03, 0.27], [0.19, -0.09, -0.26], [-0.22, 0.15, 0.22], [0.22, -0.10, -0.19], [-0.23, 0.11, 0.22], [0.04, 0.12, 0.29], [-0.18, 0.01, -0.07], [0.23, -0.07, 0.04], [0.03, 0.02, -0.02], [-0.08, -0.01, -0.07], [0.01, -0.04, 0.01], [-0.05, 0.06, 0.06], [-0.14, 0.06, -0.02], [-0.14, -0.06, -0.01], [0.17, 0.02, -0.15], [0.02, -0.15, -0.11], [0.07, 0.07, 0.01], [0.09, 0.26, -0.13], [0.06, -0.05, 0.01], [0.10, -0.06, -0.03], [-0.03, 0.04, 0.08], [0.00, 0.06, 0.07], [0.05, 0.01, -0.07], [0.06, 0.02, -0.08], [-0.09, 0.06, 0.01], [-0.09, 0.02, 0.03], [0.04, -0.05, -0.08], [0.03, -0.05, -0.03], [0.21, -0.03, 0.02]], "smiles": "COc1ccc(S(=O)(=O)N(CC(N)=O)C2CCCCC2)cc1Cl", "energy_ha": -1853.05056, "de_lowest_kcal_mol": 12.70, "gap_ha": 0.351, "lumo_ev": 0.490, "molar_mass_g_mol": 360.863}

***

Entry 2:
{"formula": "C46H39CaN2O4P2", "method": "wB97M-V/def2-TZVPD", "species": ["Ca", "C", "C", "P", "C", "C", "C", "C", "C", "C", "C", "C", "C", "C", "C", "C", "P", "C", "C", "C", "C", "C", "C", "C", "C", "C", "C", "C", "C", "H", "H", "H", "H", "H", "H", "H", "H", "H", "H", "H", "H", "H", "H", "H", "H", "H", "H", "H", "H", "H", "H", "H", "H", "O", "C", "O", "C", "C", "C", "C", "C", "C", "N", "C", "C", "C", "C", "C", "C", "N", "H", "H", "H", "H", "H", "H", "H", "H", "H", "H", "O", "C", "O", "C", "C", "C", "C", "C", "C", "H", "H", "H", "H", "H"], "xyz": [[0.106409, -0.397384, -0.548228], [0.780749, 2.335213, 1.892519], [1.983785, 2.113087, 0.971629], [2.459509, 0.316398, 0.973425], [3.444084, 0.204674, 2.516234], [3.154917, -0.824317, 3.409105], [3.869407, -0.948684, 4.592211], [4.874836, -0.044060, 4.892926], [5.180456, 0.973744, 3.997651], [4.472331, 1.096302, 2.814547], [3.787581, 0.252179, -0.287096], [4.612942, 1.321748, -0.633528], [5.585258, 1.167880, -1.610286], [5.739808, -0.050374, -2.257648], [4.922648, -1.119582, -1.921279], [3.955598, -0.970256, -0.938737], [-0.742757, 1.399680, 1.397095], [-1.523269, 2.493603, 0.154728], [-2.860634, 2.232720, -0.152749], [-3.521959, 2.965262, -1.122405], [-2.847401, 3.964372, -1.814499], [-1.524167, 4.242845, -1.506643], [-0.866326, 3.517499, -0.521962], [-1.749627, 1.751441, 2.881898], [-2.462643, 2.938163, 3.038232], [-3.119737, 3.199778, 4.230457], [-3.066510, 2.284605, 5.272441], [-2.369485, 1.095721, 5.117377], [-1.716629, 0.826495, 3.924310], [1.024039, 1.975140, 2.896425], [0.531464, 3.394573, 1.984661], [2.816173, 2.733152, 1.305176], [1.741370, 2.392098, -0.058606], [2.368383, -1.531329, 3.171203], [3.643559, -1.752931, 5.280207], [5.421909, -0.127552, 5.822539], [5.977814, 1.670929, 4.219834], [4.740678, 1.883303, 2.121185], [4.504400, 2.287019, -0.153021], [6.225156, 2.003753, -1.863894], [6.501563, -0.166571, -3.017333], [5.036234, -2.069261, -2.427648], [3.321276, -1.807246, -0.672172], [-3.393048, 1.467808, 0.400216], [-4.562183, 2.756170, -1.338687], [-3.359952, 4.540564, -2.573947], [-1.004199, 5.040886, -2.021578], [0.158557, 3.768790, -0.276241], [-2.506389, 3.656826, 2.230334], [-3.671395, 4.123671, 4.345728], [-3.568036, 2.501717, 6.206317], [-2.338122, 0.379052, 5.927622], [-1.177135, -0.105677, 3.795455], [-7.018074, -3.169431, 0.583015], [-6.878023, -2.453006, -0.542391], [-7.822484, -2.230862, -1.242910], [-5.504890, -1.935684, -0.882075], [-4.397537, -2.017132, -0.048208], [-3.189428, -1.459713, -0.429684], [-3.052388, -0.813770, -1.657869], [-4.165296, -0.754817, -2.505023], [-5.367671, -1.305928, -2.117785], [-1.800233, -0.209458, -1.939500], [-1.584644, 0.361405, -3.056916], [-0.336855, 1.049553, -3.375510], [-0.210980, 1.654850, -4.621048], [0.986615, 2.264898, -4.957525], [2.013226, 2.248282, -4.031499], [1.788912, 1.650621, -2.797894], [0.643862, 1.068152, -2.459197], [-6.180345, -3.323158, 1.029461], [-4.447529, -2.502392, 0.919638], [-2.333586, -1.531690, 0.227227], [-4.112045, -0.269086, -3.468928], [-6.234815, -1.254399, -2.761296], [-2.316980, 0.373625, -3.862822], [-1.044042, 1.646951, -5.311182], [1.108138, 2.735074, -5.923859], [2.976788, 2.685533, -4.252008], [2.576704, 1.642886, -2.059743], [0.814602, -2.037050, -1.580471], [0.328679, -2.781176, -0.673736], [-0.232008, -2.276869, 0.344790], [0.424304, -4.261849, -0.809579], [1.174018, -4.803522, -1.850366], [1.279973, -6.177577, -1.981422], [0.633806, -7.009248, -1.076552], [-0.116781, -6.470717, -0.039871], [-0.220282, -5.096783, 0.096966], [1.660927, -4.127163, -2.539978], [1.860245, -6.604895, -2.788627], [0.716356, -8.083544, -1.179256], [-0.619051, -7.125993, 0.659547], [-0.792476, -4.648551, 0.898588]], "atomic_forces_ev_per_a": [[0.02, 2.50, 0.37], [0.02, -0.09, -0.11], [-0.06, -0.19, 0.03], [1.03, 0.50, 0.21], [-0.37, -0.20, 0.04], [-0.07, 0.04, -0.07], [0.04, -0.04, 0.10], [-0.03, 0.01, -0.03], [0.03, 0.03, 0.00], [0.00, 0.00, -0.01], [-0.14, -0.08, -0.05], [0.01, 0.02, 0.00], [0.01, 0.09, 0.01], [-0.01, -0.04, 0.00], [0.06, -0.02, -0.04], [-0.01, 0.07, 0.06], [-0.34, 1.16, 0.94], [-0.02, -0.02, -0.02], [0.01, 0.03, 0.00], [-0.01, -0.05, -0.03], [0.02, 0.02, -0.01], [0.00, 0.06, -0.05], [0.06, -0.07, 0.04], [-0.03, -0.21, -0.05], [0.05, -0.04, 0.02], [0.00, 0.03, -0.01], [-0.01, 0.02, 0.00], [-0.01, -0.02, 0.07], [0.00, -0.01, -0.11], [-0.03, 0.02, 0.02], [0.01, 0.01, 0.02], [0.03, 0.04, -0.08], [0.09, 0.02, 0.02], [-0.01, 0.00, 0.02], [-0.03, 0.01, -0.01], [0.02, -0.03, -0.02], [-0.01, 0.00, 0.01], [-0.01, 0.01, 0.00], [-0.02, -0.01, 0.01], [0.00, -0.02, -0.01], [-0.01, 0.00, -0.01], [0.01, -0.01, 0.03], [-0.02, -0.01, -0.08], [-0.04, -0.08, -0.05], [0.00, 0.02, 0.01], [0.00, -0.01, 0.00], [0.00, -0.01, 0.00], [-0.04, 0.01, -0.04], [0.00, 0.03, 0.01], [0.01, -0.01, 0.01], [-0.02, -0.03, -0.01], [0.02, -0.01, -0.02], [0.00, -0.01, 0.04], [-0.15, -0.09, 0.10], [0.10, 0.08, -0.15], [-0.02, -0.02, 0.06], [0.07, 0.03, -0.03], [-0.15, -0.06, -0.01], [0.24, 0.22, -0.16], [-0.60, -0.18, 0.06], [0.19, 0.06, 0.02], [-0.06, -0.04, 0.03], [-0.34, 0.13, -0.48], [-0.41, -0.14, 0.06], [0.27, 0.24, -0.22], [-0.07, -0.08, 0.15], [0.04, 0.00, 0.06], [-0.07, 0.03, -0.10], [0.04, 0.07, -0.07], [0.11, 0.11, -0.29], [0.08, 0.01, -0.02], [0.03, 0.04, 0.01], [-0.04, -0.06, 0.07], [-0.03, 0.02, 0.00], [0.00, 0.02, -0.01], [-0.06, 0.00, 0.05], [0.01, -0.05, -0.01], [0.03, 0.00, 0.00], [0.00, 0.02, 0.04], [0.06, -0.05, 0.06], [0.70, -1.51, -0.92], [0.11, -1.05, -0.01], [-0.28, -1.29, 0.60], [0.08, 0.01, -0.08], [-0.05, 0.09, 0.05], [0.01, -0.02, -0.03], [0.00, -0.02, 0.00], [-0.03, -0.03, 0.03], [0.01, 0.13, 0.01], [0.01, -0.04, -0.03], [0.01, 0.01, 0.01], [-0.01, 0.00, 0.00], [0.00, 0.01, 0.00], [0.00, -0.05, 0.01]], "charge": 1, "energy_ha": -3547.08795, "gap_ha": 0.276, "lumo_ev": -3.659, "molar_mass_g_mol": 785.854}

***

Entry 3:
{"formula": "C36H30N3O4SZr", "method": "wB97M-V/def2-TZVPD", "species": ["Zr", "O", "C", "O", "C", "C", "C", "C", "C", "N", "H", "H", "H", "H", "C", "C", "C", "C", "C", "C", "C", "C", "C", "C", "O", "O", "H", "H", "H", "H", "H", "H", "H", "H", "H", "H", "H", "C", "C", "C", "C", "N", "C", "S", "N", "H", "H", "H", "H", "H", "C", "C", "C", "C", "C", "C", "C", "C", "C", "C", "C", "C", "C", "C", "C", "H", "H", "H", "H", "H", "H", "H", "H", "H", "H"], "xyz": [[1.252428, -1.301497, -0.145183], [0.354623, -2.437230, 3.708246], [0.989976, -2.012183, 2.767214], [1.196886, -2.561805, 1.619061], [1.675560, -0.643619, 2.859885], [1.719995, 0.057576, 4.049841], [2.398723, 1.270621, 4.038872], [2.968926, 1.732679, 2.861843], [2.828124, 0.985559, 1.700912], [2.193839, -0.188241, 1.717562], [1.235804, -0.352857, 4.922582], [2.468933, 1.863227, 4.942773], [3.477741, 2.684954, 2.813599], [3.171247, 1.328150, 0.733999], [-6.492909, -2.788557, 2.474858], [-5.149445, -2.420606, 1.910497], [-4.243727, -3.410801, 1.549269], [-2.992992, -3.103807, 1.031030], [-2.045458, -4.220508, 0.687602], [-2.646471, -1.751806, 0.895830], [-3.528068, -0.732512, 1.267734], [-3.187408, 0.725343, 1.140298], [-4.779098, -1.093630, 1.757896], [-1.305070, -1.389296, 0.376763], [-0.795214, -1.994924, -0.627198], [-0.603756, -0.506195, 0.935964], [-6.988988, -3.540866, 1.859347], [-7.147592, -1.919406, 2.536647], [-6.396863, -3.204448, 3.479907], [-4.511877, -4.454113, 1.678257], [-2.436451, -5.163093, 1.070801], [-1.055916, -4.055579, 1.115794], [-1.917299, -4.309794, -0.391517], [-2.524734, 1.041081, 1.946438], [-4.098746, 1.322000, 1.184032], [-2.668815, 0.952228, 0.209660], [-5.483289, -0.314385, 2.029229], [-0.016445, -4.031306, -2.713612], [1.151156, -4.280750, -1.815379], [1.578689, -5.550049, -1.489478], [2.740744, -5.649353, -0.724297], [3.475472, -4.624470, -0.354665], [3.035261, -3.409150, -0.736517], [3.858954, -1.952763, -0.367960], [1.862910, -3.211017, -1.400557], [0.366412, -3.736469, -3.693259], [-0.644396, -3.225373, -2.345588], [-0.613014, -4.934999, -2.834007], [1.037273, -6.426874, -1.812195], [3.086565, -6.629389, -0.405500], [1.422623, 0.536481, -1.178377], [1.431560, 1.750758, -1.461368], [1.409998, 3.092380, -1.757419], [1.300236, 3.988548, -0.598562], [0.581787, 3.578485, 0.538315], [0.518019, 4.358111, 1.679710], [1.161771, 5.589433, 1.732484], [1.873597, 6.016223, 0.618463], [1.945806, 5.232653, -0.521505], [1.463846, 3.541657, -3.138288], [1.151149, 4.855368, -3.531265], [1.185573, 5.240962, -4.861492], [1.528177, 4.342355, -5.861891], [1.829017, 3.034094, -5.492587], [1.799246, 2.641673, -4.169103], [0.080296, 2.617694, 0.510831], [-0.046541, 3.997788, 2.532755], [1.108726, 6.206165, 2.621500], [2.395219, 6.966636, 0.641986], [2.534286, 5.570672, -1.365038], [0.852768, 5.579770, -2.786409], [0.929817, 6.264188, -5.115734], [1.555603, 4.648326, -6.900076], [2.097049, 2.301815, -6.246371], [2.038174, 1.618069, -3.907891]], "atomic_forces_ev_per_a": [[0.92, 0.32, -0.57], [0.02, -0.19, 0.03], [0.32, 0.56, 0.04], [-0.45, -0.20, -0.20], [-0.27, -0.42, 0.26], [0.39, 0.27, -0.33], [-0.10, -0.05, 0.10], [0.02, -0.02, -0.18], [-0.18, 0.01, 0.31], [-0.33, 0.23, -0.11], [0.01, -0.03, 0.02], [0.01, 0.02, -0.01], [0.00, 0.01, 0.04], [0.03, 0.01, 0.01], [-0.10, -0.01, 0.01], [0.03, -0.02, 0.00], [0.05, 0.03, -0.02], [-0.05, 0.07, 0.08], [0.03, -0.06, -0.04], [-0.02, 0.08, -0.11], [-0.10, -0.12, -0.02], [0.02, 0.10, -0.01], [-0.02, -0.02, 0.01], [0.27, 0.17, -0.09], [-0.08, -0.27, 0.10], [0.00, -0.07, 0.25], [0.02, -0.01, -0.01], [0.01, 0.01, 0.00], [0.03, 0.00, 0.01], [-0.02, 0.00, 0.00], [0.02, -0.01, 0.00], [0.01, 0.02, 0.03], [-0.01, 0.00, 0.00], [0.01, -0.01, 0.01], [0.02, 0.01, 0.01], [0.00, -0.02, -0.01], [0.01, 0.02, 0.00], [-0.04, -0.06, -0.05], [0.13, 0.15, -0.04], [0.08, 0.06, 0.01], [-0.16, -0.18, -0.07], [0.15, 0.17, -0.12], [0.01, 0.04, 0.08], [-0.13, -0.13, 0.18], [-0.47, -0.20, 0.14], [-0.01, 0.00, -0.01], [0.03, 0.00, 0.03], [0.02, 0.00, 0.00], [-0.01, 0.00, 0.00], [0.04, 0.02, 0.01], [-0.09, -0.40, 0.30], [-0.16, 0.11, -0.31], [0.03, 0.04, 0.22], [-0.02, -0.05, -0.01], [0.04, -0.02, 0.04], [0.01, -0.02, -0.01], [-0.02, 0.03, 0.05], [0.02, 0.02, 0.02], [-0.01, 0.01, -0.07], [0.13, -0.04, 0.08], [-0.02, -0.01, -0.03], [-0.02, 0.05, -0.01], [0.01, -0.04, -0.01], [0.01, -0.02, -0.04], [0.01, 0.00, -0.02], [-0.01, -0.01, 0.00], [0.01, 0.02, 0.02], [0.00, -0.01, 0.00], [0.00, 0.00, 0.00], [0.02, 0.01, 0.03], [-0.03, 0.00, 0.01], [0.00, -0.01, -0.02], [0.00, 0.00, 0.00], [-0.01, 0.03, -0.03], [0.00, 0.01, 0.03]], "charge": -1, "energy_ha": -2300.55806, "de_lowest_kcal_mol": 0.00, "gap_ha": 0.195, "lumo_ev": 2.446, "molar_mass_g_mol": 691.944}

***

Entry 4:
{"formula": "C4H6N2O", "method": "wB97M-V/def2-TZVPD", "species": ["C", "C", "C", "N", "C", "O", "N", "H", "H", "H", "H", "H", "H"], "xyz": [[-0.755813, -1.515705, 1.222932], [-0.256852, -0.400370, 0.362462], [0.406802, 0.677116, 0.857978], [0.787728, 1.433766, -0.272606], [0.288836, 0.751293, -1.324031], [0.439730, 1.210896, -2.575001], [-0.334539, -0.351036, -1.015120], [-0.141458, -2.417889, 1.125576], [-1.796890, -1.786874, 1.024382], [-0.699426, -1.172378, 2.260315], [0.848574, 0.695947, 1.844715], [1.191081, 2.354595, -0.398071], [0.022227, 0.520638, -3.113529]], "atomic_forces_ev_per_a": [[-0.02, -0.04, 0.06], [0.09, 0.00, 0.34], [0.37, -0.22, -0.22], [-0.09, -0.22, -0.21], [-0.12, -0.17, 0.08], [-0.10, -0.15, -0.04], [-0.05, 0.15, 0.05], [-0.12, 0.12, -0.07], [0.15, 0.09, -0.13], [-0.02, -0.20, -0.07], [-0.11, 0.76, -0.16], [-0.06, -0.35, 0.52], [0.08, 0.25, -0.15]], "smiles": "Cc1c[nH]c(O)n1", "energy_ha": -340.77858, "de_lowest_kcal_mol": 10.25, "gap_ha": 0.333, "lumo_ev": 0.827, "molar_mass_g_mol": 98.105}

***

no.,HOMO (eV)
1,-9.06
2,-11.16
3,-2.87
4,-8.23